Entry 1:
{"formula": "C6H13FNO3S", "method": "wB97M-V/def2-TZVPD", "elements": ["C", "C", "C", "C", "C", "C", "N", "O", "O", "O", "F", "S", "H", "H", "H", "H", "H", "H", "H", "H", "H", "H", "H", "H", "H"], "coordinates": [[-2.67989, -0.10294, -0.05886], [-1.78495, -1.03278, 0.72863], [-1.84031, 0.44918, -1.24778], [-0.34388, -0.74719, 0.87452], [-0.51014, 1.06838, -0.75246], [3.94550, 1.05805, 0.52993], [0.12619, 0.19958, 0.13713], [2.41831, 0.01195, -1.51534], [2.74739, -1.29737, 0.53637], [1.30175, 0.71171, 0.65376], [0.83784, -2.58252, -0.17324], [2.65506, 0.00072, -0.09643], [-3.50939, -0.61046, -0.61638], [-3.09685, 0.61606, 0.59661], [-2.10202, -1.38161, 1.67562], [-1.90581, -1.98975, 0.10974], [-1.68167, -0.31420, -2.05802], [-2.35888, 1.37690, -1.67704], [0.33339, -1.35663, 1.37993], [1.71919, -2.61675, 0.32983], [0.22085, 1.25349, -1.58816], [-0.54924, 1.98611, -0.41296], [4.45080, 0.68372, 1.32717], [4.64593, 1.26413, -0.36502], [3.52895, 1.99005, 0.63498]], "lumo_ha": -0.1591, "e_homo_ev": -15.1, "orbital_gap_ev": 10.78, "charge": 1}

***

Entry 2:
{"formula": "C4H11BCeClF4Nd", "method": "wB97M-V/def2-TZVPD", "elements": ["Nd", "Cl", "C", "H", "H", "H", "Ce", "C", "C", "C", "H", "H", "H", "H", "H", "H", "H", "H", "F", "B", "F", "F", "F"], "coordinates": [[-1.03350, 1.35648, -0.15370], [0.60413, -0.06819, 1.34409], [0.82958, 2.68696, -0.19219], [0.52169, 3.62575, -0.63771], [1.69055, 2.34148, -0.75253], [1.18080, 2.89022, 0.82176], [0.51381, -2.00844, -0.56578], [2.54798, -2.80663, 0.17383], [-1.18742, -3.39868, 0.26329], [0.06166, -0.94954, -2.55295], [-2.21627, -3.03359, 0.14280], [-0.96994, -4.20789, -0.45842], [-0.96257, -3.70021, 1.30802], [3.38273, -2.15564, -0.08869], [2.46087, -2.96945, 1.25899], [2.54582, -3.73981, -0.40855], [0.89078, -0.64715, -3.22241], [-0.94417, -0.93240, -3.02231], [-0.99422, 2.67271, 1.87476], [-2.02198, 3.61510, 1.41292], [-3.23648, 3.02190, 1.65435], [-1.90788, 4.85953, 1.91288], [-1.75599, 3.54747, -0.11247]], "lumo_ha": [-0.0325, -0.0299], "s2": 3.765, "e_homo_ev": [-7.8, -7.8], "multiplicity": 4, "orbital_gap_ev": [6.87, 6.97]}

***

Entry 3:
{"formula": "C43H57Ge2N3O6Rh", "method": "wB97M-V/def2-TZVPD", "elements": ["Rh", "C", "C", "O", "N", "C", "C", "C", "C", "C", "C", "N", "H", "H", "H", "H", "H", "H", "H", "H", "H", "H", "C", "C", "Ge", "C", "C", "C", "C", "Ge", "C", "C", "C", "C", "C", "C", "C", "C", "C", "C", "H", "H", "H", "H", "H", "H", "H", "H", "H", "H", "H", "H", "H", "H", "H", "H", "H", "H", "H", "H", "H", "H", "H", "H", "H", "H", "O", "C", "O", "C", "C", "C", "C", "C", "C", "N", "O", "O", "H", "H", "H", "H", "C", "C", "C", "C", "C", "C", "C", "C", "C", "C", "C", "C", "O", "H", "H", "H", "H", "H", "H", "H", "H", "H", "H", "H", "H", "H", "H", "H", "H", "H"], "coordinates": [[-1.11876, 0.47584, 0.27164], [-1.66118, 0.94465, 4.79676], [-0.94464, 0.87711, 3.43912], [-1.12665, -0.02716, 2.57713], [-0.01263, 1.87275, 3.26071], [1.08997, 1.85162, 2.30731], [0.82708, 2.71099, 1.09857], [1.46386, 3.98522, 0.99018], [1.39864, 4.69628, -0.19372], [0.86938, 4.05230, -1.31285], [0.07845, 2.90965, -1.13555], [0.06034, 2.25416, 0.06812], [-0.98515, 1.15694, 5.61447], [-2.31818, 0.03606, 4.91236], [-2.32477, 1.86604, 4.72585], [0.12854, 2.48256, 4.06325], [1.19537, 0.84731, 1.95084], [2.00603, 2.13865, 2.86203], [1.99396, 4.37952, 1.85393], [1.79864, 5.66987, -0.33624], [0.89015, 4.42330, -2.34162], [-0.52631, 2.49588, -1.95470], [-4.57182, 3.73648, 1.40331], [-3.15165, 3.47209, 0.85242], [-3.06478, 1.65499, 0.00094], [-3.98395, 1.68712, -1.86077], [-4.58024, 3.03192, -2.31775], [-3.98439, 0.49479, 1.28216], [-4.31243, -0.73331, 0.86722], [-2.55570, -1.48937, 0.22441], [-2.10017, -3.10965, 1.33156], [-3.17965, -3.56444, 2.28906], [-2.77953, -1.93606, -1.68783], [-1.92668, -3.15251, -2.02959], [-5.70162, -1.06103, 0.49944], [-5.98884, -2.14927, -0.34039], [-7.25792, -2.38634, -0.83191], [-8.28932, -1.55258, -0.41665], [-8.07508, -0.51216, 0.48130], [-6.78493, -0.27575, 0.93745], [-4.87920, 4.80340, 1.34060], [-4.67325, 3.42446, 2.45936], [-5.34203, 3.17753, 0.85694], [-2.33253, 3.39340, 1.59017], [-2.86381, 4.14287, -0.03326], [-4.72158, 0.88650, -1.82695], [-3.24414, 1.33817, -2.59742], [-5.35329, 3.34973, -1.59745], [-5.07940, 2.92915, -3.32846], [-3.77749, 3.79462, -2.34549], [-4.36978, 0.86852, 2.22283], [-1.17433, -2.78271, 1.79669], [-1.78061, -3.89755, 0.66696], [-4.15650, -3.58237, 1.83526], [-3.22185, -2.92839, 3.16886], [-2.89055, -4.58639, 2.49404], [-2.30090, -1.11945, -2.25275], [-3.81699, -2.00857, -1.95867], [-1.13186, -3.17772, -1.27235], [-1.31060, -2.95444, -2.91377], [-2.49347, -4.09655, -2.11520], [-5.13072, -2.75346, -0.61331], [-7.32793, -3.16787, -1.59892], [-9.32546, -1.78191, -0.75892], [-8.87636, 0.06653, 0.90670], [-6.56197, 0.51062, 1.63904], [2.11390, -2.10975, -0.26752], [1.37354, -1.21154, -0.62138], [0.71445, -0.51862, 0.25611], [1.30429, -0.85034, -2.10193], [0.24830, -0.21765, -2.66386], [0.17286, -0.00178, -4.05000], [1.21799, -0.40823, -4.86313], [2.33060, -1.06518, -4.33068], [2.39369, -1.21401, -2.96020], [1.28541, -0.01002, -6.27400], [2.35895, -0.20109, -6.91412], [0.30931, 0.57556, -6.68722], [-0.52721, 0.08994, -1.98706], [-0.71863, 0.49123, -4.44164], [3.11134, -1.45921, -4.93532], [3.24421, -1.59233, -2.40548], [6.20357, 2.26039, 0.65546], [5.52533, 1.21768, -0.23700], [5.69528, 1.72619, -1.69077], [6.06735, -0.13845, 0.02997], [6.81388, -0.90800, -0.84217], [7.24148, -2.22108, -0.46646], [6.88217, -2.78836, 0.71381], [5.95643, -2.12942, 1.51556], [5.01399, -2.97632, 2.38000], [4.36949, -4.09223, 1.50748], [3.88030, -2.22119, 3.04957], [5.73379, -0.68307, 1.38025], [5.25783, 0.05839, 2.25172], [5.84857, 3.31040, 0.54245], [7.30319, 2.34547, 0.44997], [6.04414, 2.00540, 1.71020], [4.48826, 1.14734, 0.09924], [6.76780, 1.85190, -1.89992], [5.16425, 2.67042, -1.87297], [5.36474, 0.92177, -2.40681], [7.14750, -0.45000, -1.75947], [7.88766, -2.77179, -1.18601], [7.20749, -3.84035, 0.89763], [5.59845, -3.48299, 3.17818], [3.82891, -3.56585, 0.69314], [3.68615, -4.73614, 2.10090], [5.01483, -4.77353, 0.99133], [3.11939, -1.98775, 2.29254], [4.19622, -1.26387, 3.42865], [3.40169, -2.88451, 3.77441]], "lumo_ha": [-0.1383, -0.1930], "s2": 6.062, "e_homo_ev": [-9.6, -10.4], "multiplicity": 5, "orbital_gap_ev": [5.81, 5.18], "charge": 1}